# 1
Formula: C30H51BaGeN2O3
Source: OMol25
Level of theory: ωB97M-V/def2-TZVPD

Last column: Löwdin charge in e.
Atoms and positions in Å:
Ba1 0.8495 -0.4843 -0.9598  2.01
Ge1 3.2862 -1.1728 -2.9036  0.95
O1 3.3372 0.1720 -1.6760  -0.45
O2 1.6528 -0.7273 -3.5685  -0.42
O3 2.6800 -2.4266 -1.7650  -0.40
N1 -0.6811 -0.9810 1.2719  -0.08
N2 -0.7474 1.4873 0.1039  -0.08
C1 0.7850 -3.8596 -2.0312  -0.04
C2 -1.6632 1.2141 1.0522  -0.21
C3 2.3002 -3.7865 -2.1709  -0.66
C4 -2.7480 2.0406 1.2745  0.06
C5 -1.7701 -1.3643 3.8353  -0.12
C6 5.6557 -0.4148 -1.1935  -0.04
C7 2.7205 -4.0491 -3.6084  -0.04
C8 0.7845 1.4254 -4.1323  -0.04
C9 4.4350 0.3600 -0.7215  -0.67
C10 -1.9594 3.4895 -0.4295  0.02
C11 -4.1823 4.5091 2.2479  -0.03
C12 -4.1444 4.0892 0.7722  -0.56
C13 -2.9276 3.2096 0.5287  -0.12
C14 -0.9960 -2.3428 3.2222  0.02
C15 -0.4796 -2.1042 1.9626  -0.13
C16 -0.9058 2.6102 -0.5962  -0.13
C17 -2.3600 -1.5164 5.2289  -0.56
C18 -1.9857 -0.1930 3.1053  0.06
C19 3.9613 -0.1621 0.6328  -0.04
C20 2.9972 -4.7324 -1.2122  -0.01
C21 -3.8888 -1.4016 5.1305  -0.03
C22 -4.1201 5.3458 -0.0966  -0.06
C23 -2.0031 -2.8635 5.8551  -0.06
C24 1.4942 0.1996 -4.6954  -0.66
C25 -1.8115 -0.3923 6.1204  -0.03
C26 -1.4471 -0.0320 1.8432  -0.21
C27 4.7132 1.8509 -0.6785  -0.01
C28 -5.4003 3.2699 0.4329  -0.03
C29 2.8514 0.5792 -5.2662  -0.05
C30 0.6434 -0.5116 -5.7311  -0.01
H1 1.1500 -1.4030 -6.1026  0.09
H2 -0.1887 1.1438 -3.7177  0.08
H3 -3.4811 1.7680 2.0197  0.12
H4 3.4701 1.0887 -4.5197  0.08
H5 2.7218 -4.5113 -0.1801  0.09
H6 5.9674 -0.0794 -2.1857  0.10
H7 5.4601 -1.4923 -1.2124  0.08
H8 5.0321 2.2123 -1.6560  0.10
H9 0.4223 -4.8589 -2.2706  0.11
H10 0.2965 -3.1637 -2.7207  0.08
H11 6.4956 -0.2578 -0.5170  0.11
H12 -5.0521 5.1427 2.4215  0.10
H13 2.4561 -5.0658 -3.8991  0.11
H14 -2.3935 -3.7009 5.2736  0.09
H15 -5.4803 2.3738 1.0500  0.08
H16 -4.3266 -1.5123 6.1227  0.10
H17 5.5026 2.0672 0.0412  0.10
H18 -0.9245 -2.9875 5.9694  0.09
H19 -2.4447 -2.9250 6.8492  0.10
H20 -4.2632 3.6548 2.9213  0.08
H21 -5.4005 2.9635 -0.6146  0.10
H22 4.0799 -4.6466 -1.3053  0.10
H23 -6.2894 3.8763 0.6071  0.10
H24 -0.7817 -3.2812 3.7105  0.12
H25 -4.3039 -2.1811 4.4895  0.10
H26 0.6023 2.1589 -4.9170  0.11
H27 2.7172 -5.7637 -1.4275  0.10
H28 3.0779 0.3834 0.9881  0.07
H29 3.8044 -3.9562 -3.7205  0.10
H30 -3.2915 5.0776 2.5203  0.10
H31 3.7480 -1.2333 0.5856  0.08
H32 4.7384 -0.0015 1.3793  0.11
H33 3.8213 2.4043 -0.3795  0.09
H34 -0.3157 -0.8116 -5.3070  0.09
H35 0.4502 0.1459 -6.5788  0.10
H36 2.7352 1.2666 -6.1039  0.11
H37 -4.2020 -0.4327 4.7389  0.08
H38 0.4768 -3.6526 -1.0001  0.07
H39 -0.7243 -0.4455 6.1989  0.10
H40 -2.0122 4.3748 -1.0446  0.12
H41 -0.1423 2.8271 -1.3394  0.10
H42 1.4001 1.9026 -3.3637  0.08
H43 -2.5611 0.6105 3.5419  0.12
H44 -2.0800 0.5972 5.7480  0.08
H45 2.2139 -3.3731 -4.3026  0.08
H46 -5.0004 5.9500 0.1206  0.10
H47 0.1326 -2.8654 1.4847  0.10
H48 -3.2414 5.9618 0.1041  0.09
H49 -2.2265 -0.4892 7.1238  0.10
H50 3.3763 -0.3023 -5.6463  0.09
H51 -4.1470 5.1082 -1.1617  0.09

Force components x, y, z for each atom (eV/Å):
Ba -0.50 0.06 0.29
Ge -0.16 0.14 0.03
O 0.19 -0.20 -0.19
O 0.49 0.01 -0.15
O 0.09 -0.10 -0.12
N 0.01 -0.06 0.06
N 0.00 0.01 -0.02
C -0.02 0.00 -0.02
C 0.02 -0.03 0.00
C 0.00 0.05 0.08
C -0.01 0.04 -0.02
C -0.02 0.01 0.03
C 0.04 -0.01 0.01
C 0.02 -0.02 -0.02
C 0.04 -0.07 -0.02
C 0.03 -0.01 0.00
C 0.01 -0.02 0.08
C 0.02 0.01 0.04
C -0.01 -0.02 -0.06
C -0.02 -0.02 0.05
C 0.00 -0.01 -0.02
C -0.01 0.01 0.02
C 0.01 0.07 -0.10
C 0.00 -0.01 -0.02
C 0.01 0.00 0.00
C -0.01 0.06 -0.11
C 0.01 -0.04 0.02
C -0.02 0.00 0.00
C -0.01 0.01 -0.02
C 0.00 -0.02 0.01
C -0.15 0.04 0.04
C 0.01 0.02 0.02
C 0.03 0.01 -0.04
C -0.01 0.03 0.01
C 0.00 0.00 0.00
C 0.04 0.00 0.01
C -0.02 -0.01 -0.03
H 0.02 0.01 0.01
H -0.01 0.03 0.00
H 0.00 -0.01 0.00
H 0.00 -0.01 0.00
H -0.01 0.01 0.00
H 0.00 0.01 0.00
H -0.01 0.01 0.00
H 0.00 -0.02 0.00
H -0.01 0.00 0.01
H 0.01 0.00 0.00
H 0.00 0.01 0.00
H 0.00 0.00 0.00
H 0.00 0.00 0.01
H 0.00 0.01 0.00
H -0.02 0.01 0.01
H 0.00 0.00 0.00
H 0.00 0.01 0.00
H 0.00 0.01 0.00
H 0.00 0.00 0.00
H 0.00 -0.01 -0.01
H 0.01 0.01 0.00
H 0.00 0.01 -0.01
H 0.00 0.00 0.01
H 0.00 0.00 0.00
H 0.00 0.00 0.00
H -0.02 0.02 0.02
H 0.00 0.00 0.01
H 0.03 0.03 -0.02
H -0.01 0.02 0.01
H 0.00 0.00 0.00
H 0.01 0.00 0.01
H -0.03 -0.06 0.05
H 0.00 -0.01 0.01
H 0.00 0.01 0.01
H 0.00 0.00 0.00
H -0.02 0.00 0.00
H 0.00 0.00 0.00
H 0.01 -0.01 0.01
H 0.00 0.00 0.00
H 0.01 0.00 0.00
H -0.01 0.00 -0.01
H 0.00 0.01 0.00
H 0.00 0.00 0.01
H 0.00 0.00 0.00
H 0.00 0.01 0.00
H 0.00 0.00 0.01
H 0.00 0.00 0.00
H -0.01 0.00 0.01
H 0.00 0.00 0.00
H 0.00 0.00 0.01
H 0.00 -0.01 0.00

Computed properties:
* ⟨S²⟩: 0.7536
* HOMO (alpha / beta): -14.28 / -14.28 eV
* 2S+1: 2
* E_LUMO (alpha / beta): -5.0 / -8.0 eV
* E_tot: -3611.056556 hartree
* HOMO-LUMO gap (alpha / beta): 9.29 / 6.30 eV
* charge: +2

=====

# 2
Formula: C30H51Cl2F9N2O3S
Source: OMol25
Level of theory: ωB97M-V/def2-TZVPD

Last column: Löwdin charge in e.
Atoms and positions in Å:
Cl1 2.2930 -0.6044 1.8845  0.77
Cl2 -0.8319 -5.3454 -1.6461  0.63
S1 3.6223 2.8315 -3.3553  0.77
F1 4.3710 4.2343 -3.2880  -0.12
F2 4.1441 2.6371 -0.7500  0.15
F3 5.8670 2.7218 -2.0160  0.14
F4 4.7019 2.3252 -4.3769  -0.11
F5 2.7645 3.3694 -4.5618  -0.11
F6 5.9103 0.4230 -1.1012  0.11
F7 2.5258 3.4121 -2.3657  -0.14
F8 2.8150 1.4769 -3.4464  -0.13
F9 4.9805 0.0800 -3.0125  0.13
O1 0.9281 -0.5607 -1.4880  -0.14
O2 1.7017 -5.9058 -1.4739  0.08
O3 -1.3185 0.8916 -0.8979  -0.16
N1 0.8389 -4.3411 1.4980  0.25
N2 4.2888 -4.6564 -0.3812  0.24
C1 0.9513 -3.6191 0.6044  -0.19
C2 -3.2713 -2.8081 2.6057  -0.24
C3 -0.5062 3.2182 -2.2487  -0.12
C4 4.9584 -1.5507 3.0888  -0.10
C5 -3.5882 6.7968 -1.4048  -0.11
C6 3.6865 -3.6742 -0.2961  -0.19
C7 3.6169 0.0157 -1.0253  -0.09
C8 -0.5955 4.7368 -2.3520  -0.24
C9 3.6055 -1.4885 -1.2869  -0.08
C10 -2.4239 0.3966 -0.1676  -0.26
C11 0.0623 -0.3314 -2.5687  -0.15
C12 4.7689 -1.7469 1.5515  -0.23
C13 1.3135 -3.5436 -1.8228  -0.08
C14 0.4929 -1.5361 -0.5585  -0.17
C15 -3.0095 -5.2927 2.9635  -0.11
C16 0.9489 -5.0042 -1.6199  -0.76
C17 3.2788 -1.9624 1.2730  -0.60
C18 -1.2629 0.4073 -2.2182  -0.19
C19 2.9664 -2.3738 -0.1900  -0.33
C20 -2.9202 -2.3709 4.0284  -0.23
C21 -2.1057 5.0458 -0.2861  -0.22
C22 -3.9255 -4.1777 2.4788  -0.27
C23 -0.8062 5.4195 -1.0021  -0.22
C24 4.7660 0.6490 -1.8186  -0.46
C25 4.6439 2.1955 -1.9029  -0.44
C26 -5.1792 -1.3274 4.5922  -0.11
C27 1.4690 -2.7290 -0.4644  -0.29
C28 -2.8861 1.3746 0.9097  -0.05
C29 -4.1000 -2.3270 4.9974  -0.27
C30 -3.3815 5.3203 -1.0809  -0.27
H1 0.3111 2.9219 -1.5918  0.08
H2 -0.1900 -1.2414 -3.1218  0.12
H3 -4.2345 4.9668 -0.4952  0.10
H4 0.4745 -3.1213 -2.3648  0.09
H5 3.8029 0.3110 -0.0018  0.08
H6 -0.7644 6.5032 -1.1433  0.10
H7 -3.5732 2.0806 0.4467  0.07
H8 3.1550 -1.6437 -2.2613  0.13
H9 -2.1506 5.5975 0.6584  0.11
H10 -0.3252 2.7777 -3.2322  0.08
H11 -3.2885 0.1775 -0.7947  0.12
H12 -2.1516 -3.0338 4.4344  0.10
H13 -3.6298 7.3931 -0.4910  0.08
H14 3.0100 -2.8249 1.8778  0.10
H15 5.3444 -2.6280 1.2886  0.11
H16 2.1804 -3.4462 -2.4661  0.13
H17 4.9015 -0.5034 3.3540  0.06
H18 -3.4985 0.8032 1.6056  0.07
H19 -2.0665 1.8784 1.4075  0.08
H20 -2.1150 -0.5277 0.3378  0.10
H21 -3.3849 4.7373 -2.0060  0.10
H22 0.3324 5.1150 -2.7895  0.10
H23 -2.0941 -0.2515 -2.4747  0.12
H24 -2.0799 3.9869 -0.0126  0.08
H25 0.2824 -1.0616 0.3938  0.09
H26 -2.3530 -2.8101 2.0073  0.10
H27 4.6354 -1.8181 -1.3986  0.13
H28 -0.4704 -1.9367 -0.8893  0.13
H29 -5.6225 -1.5801 3.6276  0.06
H30 -4.8789 -4.2143 3.0133  0.10
H31 4.2221 -2.1489 3.6212  0.07
H32 -4.5255 6.9437 -1.9438  0.07
H33 0.6131 0.2950 -3.2675  0.11
H34 -5.9843 -1.3117 5.3284  0.07
H35 0.0334 5.1719 -0.3444  0.11
H36 -3.9268 -2.0602 2.1462  0.09
H37 -4.1633 -4.3471 1.4247  0.10
H38 -4.5420 -3.3215 5.1030  0.10
H39 5.1507 -0.8454 1.0848  0.10
H40 -2.4621 -1.3770 3.9814  0.11
H41 5.9241 -1.9683 3.3616  0.07
H42 -2.7764 -5.1932 4.0243  0.07
H43 -1.4288 2.7843 -1.8580  0.06
H44 -3.4780 -6.2681 2.8223  0.07
H45 -2.7851 7.1890 -2.0306  0.07
H46 -2.0751 -5.2820 2.3984  0.06
H47 -1.3541 1.2693 -2.8838  0.08
H48 -4.7672 -0.3179 4.5243  0.07
H49 -1.3935 5.0117 -3.0474  0.10
H50 2.7141 0.5233 -1.3511  0.11
H51 -3.7237 -2.0550 5.9871  0.10

Force components x, y, z for each atom (eV/Å):
Cl 0.08 0.09 0.03
Cl 0.34 0.37 0.02
S -0.19 1.49 0.20
F -0.07 -0.09 0.03
F -0.28 0.07 0.07
F 0.03 0.01 -0.35
F 0.11 -0.41 -0.06
F 0.00 0.03 -0.12
F 0.27 0.13 -0.03
F -0.11 -0.15 -0.04
F -0.07 -0.40 -0.10
F -0.08 0.07 -0.48
O -0.12 -0.62 0.14
O -0.47 0.53 -0.15
O -0.45 -0.42 -0.16
N -0.42 0.47 -0.58
N -0.50 0.86 0.08
C 1.01 -0.05 0.96
C -0.10 0.26 -0.12
C -0.20 0.65 -0.19
C 0.19 -0.65 -0.85
C -0.06 -0.09 -0.08
C 0.50 -0.78 -0.13
C 0.43 0.78 -1.03
C 0.20 -0.06 0.00
C 0.14 0.64 0.27
C 0.12 -0.21 1.20
C -0.38 0.65 -0.37
C -0.37 0.67 1.56
C -0.71 0.30 0.16
C -0.70 0.39 -0.27
C -0.13 -0.16 -0.07
C 0.73 -0.89 -0.04
C 0.49 -0.52 -0.20
C 0.17 -0.22 -0.54
C 0.24 -0.67 -0.15
C 0.05 -0.08 0.01
C 0.03 -0.09 -0.01
C 0.10 -0.10 -0.02
C -0.03 0.07 0.00
C -0.15 -0.60 1.38
C 0.80 -0.19 -0.11
C -0.02 -0.10 0.07
C -1.09 -0.31 -0.63
C -0.46 -0.36 -0.79
C 0.00 0.13 -0.01
C 0.00 0.08 0.10
H -0.10 -0.10 0.09
H 0.09 -0.20 0.17
H -0.01 -0.03 -0.02
H 0.04 0.18 -0.07
H -0.06 -0.14 0.12
H -0.01 0.00 0.01
H 0.21 0.44 0.11
H -0.21 -0.20 0.01
H -0.02 0.01 0.00
H 0.15 0.19 -0.02
H 0.12 -0.09 -0.29
H 0.01 0.00 -0.02
H 0.03 0.01 -0.01
H -0.33 0.06 0.13
H -0.09 -0.03 -0.50
H 0.27 -0.32 0.14
H -0.10 0.05 0.27
H 0.15 0.04 0.32
H 0.07 0.01 0.12
H -0.11 -0.17 -0.16
H 0.02 -0.02 0.00
H -0.02 0.06 -0.02
H -0.16 -0.09 0.40
H 0.03 0.03 -0.02
H 0.33 -0.01 0.15
H 0.02 0.00 0.01
H 0.14 -0.04 0.14
H 0.00 -0.20 0.03
H 0.00 0.02 0.00
H 0.02 0.08 0.03
H -0.15 0.19 0.21
H 0.01 0.05 0.01
H 0.21 0.03 0.06
H -0.01 0.04 -0.02
H 0.01 -0.02 -0.02
H 0.02 0.03 0.02
H -0.03 0.00 0.01
H 0.03 -0.01 -0.02
H 0.17 -0.18 -0.46
H -0.01 0.01 0.01
H 0.19 0.28 0.14
H 0.04 0.00 -0.01
H 0.24 0.43 0.03
H 0.04 -0.02 0.01
H 0.00 0.01 0.02
H 0.05 -0.03 0.09
H -0.04 -0.51 -0.03
H -0.01 0.00 -0.03
H -0.01 0.03 0.02
H -0.15 -0.36 0.27
H 0.00 -0.04 0.01

Computed properties:
* SMILES: CCOCCOC[C@@](C#N)(CC(=O)Cl)[C@@](C#N)(CCC(F)(F)C(F)(F)S(F)(F)(F)(F)F)[C@H](Cl)CC.CCCCCC.CCCCCC
* HOMO: -10.12 eV
* E_LUMO: 0.2 eV
* E_tot: -3726.170696 hartree
* HOMO-LUMO gap: 10.35 eV

=====

| no. | largest force on an atom (Eh/bohr) |
| --- | --- |
| 1 | 0.011 |
| 2 | 0.034 |